# 1
The following is a quantum chemistry calculation of a structure of composition C22H27N8O4PdS, from OMol25.

Each line ends with the natural charge from an NBO analysis.
CARTESIAN COORDINATES (ANGSTROEM)
1 Pd -0.405 0.032 -0.698  1.135
2 C 3.163 -3.378 0.079  -0.418
3 N 2.243 -3.477 -1.046  -0.419
4 C 2.181 -4.743 -1.764  -0.423
5 C 1.494 -2.388 -1.350  0.633
6 N 1.384 -1.327 -0.640  -0.836
7 N 0.839 -2.457 -2.589  -0.615
8 C -0.090 -1.595 -3.139  0.653
9 N -0.569 -2.040 -4.332  -0.794
10 N -0.415 -0.452 -2.641  -0.720
11 H 3.885 -4.187 0.007  0.225
12 H 2.649 -3.455 1.040  0.211
13 H 3.712 -2.436 0.043  0.215
14 H 2.393 -5.547 -1.064  0.233
15 H 2.902 -4.802 -2.583  0.204
16 H 1.176 -4.934 -2.141  0.208
17 H 1.815 -1.406 0.270  0.383
18 H 1.112 -3.212 -3.189  0.410
19 H -0.518 -3.018 -4.556  0.403
20 H -1.334 -1.542 -4.754  0.412
21 H -1.114 0.029 -3.193  0.387
22 O 0.403 0.183 3.473  -0.923
23 S -0.881 0.465 2.902  2.313
24 O -1.420 1.788 3.033  -0.930
25 N -0.928 -0.042 1.340  -0.927
26 C -1.735 -1.103 1.161  0.651
27 O -1.817 -1.604 0.024  -0.648
28 C -2.439 -1.537 2.392  -0.180
29 C -3.346 -2.563 2.568  -0.152
30 C -3.870 -2.747 3.843  -0.193
31 C -3.489 -1.920 4.899  -0.175
32 C -2.573 -0.889 4.718  -0.203
33 C -2.066 -0.726 3.445  -0.224
34 H -3.635 -3.190 1.735  0.236
35 H -4.585 -3.539 4.019  0.228
36 H -3.915 -2.081 5.881  0.230
37 H -2.278 -0.244 5.535  0.242
38 C 3.594 4.931 0.356  -0.418
39 N 2.406 4.101 0.376  -0.161
40 N 2.028 3.325 -0.700  -0.242
41 C 0.839 2.720 -0.413  0.586
42 O 0.314 1.922 -1.257  -0.736
43 C 0.444 3.178 0.856  -0.418
44 C 1.432 4.024 1.301  0.273
45 C 1.504 4.774 2.587  -0.663
46 C 2.868 3.062 -1.824  0.185
47 C 3.317 1.767 -2.029  -0.222
48 C 4.118 1.497 -3.127  -0.194
49 C 4.471 2.519 -4.000  -0.197
50 C 4.008 3.811 -3.788  -0.200
51 C 3.190 4.084 -2.701  -0.232
52 H 4.423 4.383 -0.085  0.231
53 H 3.841 5.167 1.387  0.234
54 H 3.436 5.856 -0.198  0.212
55 H -0.458 2.921 1.381  0.272
56 H 0.603 4.572 3.161  0.257
57 H 1.580 5.850 2.422  0.234
58 H 2.363 4.458 3.182  0.237
59 H 3.019 0.983 -1.344  0.234
60 H 4.474 0.489 -3.299  0.217
61 H 5.103 2.306 -4.852  0.225
62 H 4.271 4.604 -4.475  0.228
63 H 2.791 5.078 -2.541  0.226

Values from the calculation:
charge = +1
multiplicity = 1
relative energy (zero: lowest compared OMol25 entry of this formula, charge and spin) = 37.0 kJ/mol

***

# 2
The following is a quantum chemistry calculation of a structure of composition C2H3P at a distorted geometry, from OMol25.

Each line ends with the natural charge from an NBO analysis.
CARTESIAN COORDINATES (ANGSTROEM)
1 C -0.146 -0.813 0.188  -0.592
2 C 0.177 0.591 0.031  -0.681
3 P -1.575 -0.039 0.091  0.615
4 H 0.522 -1.892 -0.362  0.245
5 H 0.528 1.068 1.011  0.204
6 H 0.494 1.085 -0.959  0.210

Values from the calculation:
multiplicity = 1
relative energy (zero: lowest compared OMol25 entry of this formula, charge and spin) = 113.4 kJ/mol

***

# 3
The following is a quantum chemistry calculation of a structure of composition C4H5EuLiO2 at a distorted geometry, from OMol25.

Each line ends with the Mulliken spin population.
CARTESIAN COORDINATES (ANGSTROEM)
1 H 0.061 0.043 -1.058  -0.049
2 C -0.304 -1.588 1.069  0.008
3 C -0.666 -3.039 0.852  0.010
4 C -1.587 -3.005 -0.376  -0.044
5 C -1.866 -1.542 -0.653  0.781
6 O -1.431 -0.926 0.563  0.003
7 O 0.196 -1.013 2.033  0.011
8 Li -1.153 1.172 0.866  0.035
9 Eu -1.712 0.224 -2.589  7.170
10 H -1.124 -3.433 1.768  -0.002
11 H 0.273 -3.586 0.683  -0.002
12 H -2.578 -3.468 -0.228  0.054
13 H -1.158 -3.589 -1.203  0.025

Values from the calculation:
charge = +1
<S²> = 20.0157
multiplicity = 9
relative energy (zero: lowest compared OMol25 entry of this formula, charge and spin) = 246.9 kJ/mol

***

# 4
The following is a quantum chemistry calculation of a cluster of 3 separate species, C36H20BrNO6 in total, from OMol25.

Each line ends with the natural charge from an NBO analysis.
CARTESIAN COORDINATES (ANGSTROEM)
1 O -3.958 1.054 0.425  -0.525
2 C -3.640 1.148 1.591  0.537
3 C -4.113 2.289 2.428  -0.145
4 C -4.949 3.241 1.859  -0.157
5 C -5.422 4.291 2.626  -0.193
6 C -5.063 4.396 3.966  -0.190
7 C -4.220 3.457 4.535  -0.188
8 C -3.738 2.403 3.768  -0.053
9 C -2.818 1.412 4.396  0.531
10 O -2.452 1.539 5.545  -0.527
11 C -2.365 0.259 3.567  -0.145
12 C -1.534 -0.698 4.138  -0.161
13 C -1.119 -1.787 3.393  -0.181
14 C -1.533 -1.926 2.072  -0.197
15 C -2.353 -0.972 1.494  -0.188
16 C -2.770 0.126 2.238  -0.060
17 H -5.224 3.147 0.817  0.239
18 H -6.076 5.031 2.182  0.219
19 H -5.442 5.213 4.566  0.219
20 H -3.930 3.530 5.574  0.239
21 H -1.219 -0.576 5.165  0.235
22 H -0.469 -2.529 3.832  0.236
23 H -1.206 -2.782 1.494  0.221
24 H -2.678 -1.067 0.467  0.234
25 O -1.679 -2.312 -6.155  -0.524
26 C -0.752 -1.644 -5.750  0.521
27 C -0.528 -1.440 -4.291  -0.063
28 C -1.389 -2.047 -3.385  -0.171
29 C -1.179 -1.893 -2.026  -0.195
30 C -0.108 -1.135 -1.562  -0.184
31 C 0.744 -0.517 -2.460  -0.164
32 C 0.535 -0.664 -3.826  -0.165
33 C 1.457 0.024 -4.773  0.622
34 O 2.352 0.738 -4.370  -0.543
35 C 1.248 -0.198 -6.233  -0.177
36 C 2.114 0.404 -7.137  -0.156
37 C 1.952 0.191 -8.495  -0.194
38 C 0.923 -0.624 -8.957  -0.194
39 C 0.051 -1.218 -8.060  -0.176
40 C 0.207 -1.005 -6.696  -0.056
41 H -2.215 -2.638 -3.755  0.239
42 H -1.850 -2.369 -1.322  0.214
43 H 0.040 -1.037 -0.492  0.212
44 H 1.576 0.081 -2.117  0.240
45 H 2.911 1.033 -6.766  0.237
46 H 2.628 0.658 -9.198  0.219
47 H 0.803 -0.795 -10.018  0.219
48 H -0.754 -1.851 -8.408  0.238
49 O 5.469 -1.889 6.014  -0.505
50 C 4.674 -1.669 5.146  0.673
51 N 3.386 -2.291 5.043  -0.674
52 C 2.835 -1.957 3.765  0.669
53 O 1.873 -2.477 3.276  -0.516
54 C 3.727 -0.935 3.145  -0.112
55 C 3.596 -0.190 1.987  -0.079
56 Br 2.080 -0.355 0.885  0.111
57 C 4.608 0.704 1.663  -0.210
58 C 5.729 0.833 2.483  -0.174
59 C 5.864 0.092 3.650  -0.161
60 C 4.837 -0.777 3.964  -0.142
61 H 2.775 -2.043 5.814  0.418
62 H 4.514 1.306 0.769  0.239
63 H 6.516 1.523 2.209  0.228
64 H 6.721 0.186 4.302  0.240

Values from the calculation:
structure (SMILES) = O=C1c2ccccc2C(=O)c2ccccc21.O=C1c2ccccc2C(=O)c2ccccc21.O=C1NC(=O)c2c(Br)cccc21
multiplicity = 1

***

# 5
The following is a quantum chemistry calculation of a structure of composition C7H18BrO2PSi at a distorted geometry, from OMol25.

Each line ends with the natural charge from an NBO analysis.
CARTESIAN COORDINATES (ANGSTROEM)
1 C -1.058 2.414 0.896  -0.703
2 C 0.183 1.709 2.981  -0.700
3 C 1.410 2.942 1.122  -0.688
4 C 0.808 -3.472 -1.503  -1.115
5 C -0.109 -0.950 -3.337  -1.108
6 C -1.926 -2.115 -0.872  -1.120
7 C 0.227 2.087 1.571  0.110
8 O -0.149 -1.111 1.687  -1.108
9 O 0.607 -0.651 -0.742  -1.183
10 Si -0.175 -1.793 -1.632  1.845
11 P 0.627 -0.211 0.809  1.786
12 Br 2.785 -0.513 1.279  -0.302
13 H -1.076 3.493 0.571  0.228
14 H -1.314 1.869 -0.094  0.244
15 H -1.943 2.080 1.458  0.231
16 H 1.090 1.202 3.228  0.244
17 H -0.688 1.104 3.161  0.245
18 H -0.083 2.617 3.586  0.228
19 H 2.329 2.445 1.295  0.250
20 H 1.255 3.609 0.225  0.230
21 H 1.501 3.661 1.885  0.222
22 H 1.545 -3.555 -2.260  0.232
23 H 1.354 -3.697 -0.502  0.255
24 H 0.126 -4.301 -1.586  0.231
25 H 0.306 -0.017 -3.190  0.240
26 H 0.335 -1.526 -4.113  0.240
27 H -1.186 -0.780 -3.654  0.234
28 H -2.113 -1.362 -0.015  0.262
29 H -2.817 -2.042 -1.561  0.235
30 H -1.851 -3.139 -0.690  0.234

Values from the calculation:
multiplicity = 1
relative energy (zero: lowest compared OMol25 entry of this formula, charge and spin) = 141.0 kJ/mol

***

# 6
The following is a quantum chemistry calculation of a structure of composition C14H5F5OS3SbTi at a distorted geometry, from OMol25.

Each line ends with the natural charge from an NBO analysis.
CARTESIAN COORDINATES (ANGSTROEM)
1 Ti -0.527 1.271 2.609  1.041
2 S -2.175 1.199 6.529  -0.846
3 Sb -0.170 1.772 5.718  0.924
4 S -0.647 3.203 3.649  -0.506
5 S 0.485 -0.030 4.084  -0.528
6 F -2.892 -3.602 -1.337  -0.297
7 C -2.735 -2.601 -0.463  0.249
8 C -2.852 -2.831 0.897  0.268
9 F -3.121 -4.061 1.341  -0.294
10 C -2.684 -1.790 1.797  0.301
11 F -2.815 -2.059 3.091  -0.278
12 C -2.384 -0.499 1.370  0.168
13 O -2.229 0.497 2.270  -0.697
14 C -2.284 -0.285 0.001  0.321
15 F -2.026 0.924 -0.494  -0.298
16 C -2.452 -1.323 -0.903  0.257
17 F -2.339 -1.078 -2.214  -0.298
18 C 0.832 1.432 1.060  -0.458
19 C 1.388 1.209 0.000  0.055
20 C 2.085 1.001 -1.237  -0.158
21 C 1.402 1.065 -2.452  -0.170
22 C 2.080 0.888 -3.647  -0.217
23 C 3.446 0.642 -3.648  -0.221
24 C 4.131 0.565 -2.442  -0.218
25 C 3.456 0.739 -1.245  -0.170
26 H 0.336 1.252 -2.444  0.224
27 H 1.537 0.942 -4.582  0.209
28 H 3.979 0.513 -4.581  0.206
29 H 5.195 0.367 -2.427  0.208
30 H 3.980 0.678 -0.300  0.221

Values from the calculation:
charge = -1
multiplicity = 1
relative energy (zero: lowest compared OMol25 entry of this formula, charge and spin) = 16.4 kJ/mol

***

| no. | calculated total energy (a.u.) |
| --- | --- |
| 1 | -2119.42772 |
| 2 | -419.22021 |
| 3 | -1023.34130 |
| 4 | -4464.15394 |
| 5 | -3632.92354 |
| 6 | -3395.50217 |